67
Properties=species:S:1:pos:R:3 method="wB97M-V/def2-TZVPD" homo_lumo_gap_ev=8.96 energy_ev=-560853.9153 homo_energy_ev=-9.4
C 1.50 3.19 1.54
C 0.01 3.42 1.39
I -0.83 4.06 3.21
C -0.70 3.26 0.26
I 0.41 2.70 -1.43
C -2.23 3.47 0.08
C -2.65 3.13 -1.31
N -2.97 2.88 -2.37
C -3.03 2.50 1.02
C -4.46 2.39 0.66
N -5.57 2.33 0.37
C -2.71 4.96 0.31
C -1.64 5.99 0.05
O -0.91 5.98 -0.87
Br -1.65 7.49 1.29
H 1.79 2.22 1.11
H 2.07 3.98 1.01
H 1.81 3.21 2.59
H -3.00 2.87 2.05
H -2.58 1.50 1.00
H -3.18 5.08 1.29
H -3.49 5.17 -0.45
Cl -6.70 3.55 -2.29
C -6.57 2.87 -3.91
Cl -5.03 3.32 -4.63
Cl -6.66 1.11 -3.81
Cl -7.89 3.47 -4.92
Cl 1.11 -0.46 5.63
C 1.77 -0.71 4.01
Cl 3.42 -0.08 3.94
Cl 1.77 -2.42 3.62
Cl 0.77 0.16 2.83
Cl -2.71 3.56 -7.01
C -3.58 2.68 -8.27
Cl -3.75 0.99 -7.79
Cl -5.18 3.40 -8.48
Cl -2.69 2.78 -9.79
Cl 2.60 -5.83 -0.95
C 3.02 -4.99 0.55
Cl 4.70 -5.32 0.98
Cl 2.80 -3.25 0.34
Cl 1.98 -5.57 1.86
Cl 0.40 6.86 -4.08
C -1.31 6.60 -4.42
Cl -1.69 7.16 -6.05
Cl -1.69 4.88 -4.29
Cl -2.29 7.48 -3.24
Cl 3.65 -7.49 6.19
C 1.92 -7.11 6.15
Cl 1.32 -6.85 7.79
Cl 1.68 -5.65 5.19
Cl 1.05 -8.45 5.40
Cl 6.49 -8.20 8.41
C 7.07 -9.26 7.12
Cl 5.93 -10.59 6.88
Cl 7.21 -8.34 5.62
Cl 8.65 -9.91 7.55
Cl 7.14 -2.63 1.27
C 8.49 -3.62 1.83
Cl 7.88 -5.07 2.63
Cl 9.48 -4.09 0.44
Cl 9.47 -2.69 2.97
Cl -5.18 -1.58 -5.12
C -4.00 -2.81 -5.61
Cl -2.68 -2.85 -4.44
Cl -4.79 -4.39 -5.67
Cl -3.36 -2.41 -7.21

38
Properties=species:S:1:pos:R:3 method="wB97M-V/def2-TZVPD" multiplicity=2 homo_lumo_gap_ev="6.34 / 5.98" energy_ev=-115641.1891 e_above_lowest_ev=1.854 homo_energy_ev="-8.0 / -8.0"
Pt -0.04 -0.17 -0.09
Cl -3.72 6.43 1.11
C -2.86 4.94 1.16
C -2.53 4.39 2.39
C -1.83 3.20 2.41
C -1.44 2.52 1.24
O -0.80 1.43 1.35
C -1.80 3.12 -0.05
C -1.43 2.53 -1.27
O -0.79 1.45 -1.51
C -2.51 4.33 -0.03
H -2.82 4.86 3.32
H -1.56 2.73 3.35
H -1.76 3.07 -2.17
H -2.78 4.78 -0.97
Cl 1.89 -0.32 1.93
C 0.60 -1.35 2.46
C -0.49 -1.43 1.59
C -1.56 -2.23 1.96
Cl -2.93 -2.31 0.94
C -1.52 -2.97 3.15
Cl -2.82 -3.99 3.58
C -0.41 -2.88 3.99
Cl -0.34 -3.79 5.44
C 0.66 -2.05 3.65
Cl 2.02 -1.92 4.68
O 1.65 -0.20 -1.58
N 1.18 -0.22 -2.79
C 1.85 0.46 -3.75
C 1.43 0.47 -5.05
C 0.27 -0.23 -5.41
C -0.41 -0.92 -4.42
C 0.05 -0.93 -3.11
S -0.76 -1.84 -1.89
H 2.71 1.01 -3.39
H 1.98 1.02 -5.79
H -0.09 -0.22 -6.42
H -1.32 -1.45 -4.65

39
Properties=species:S:1:pos:R:3 method="wB97M-V/def2-TZVPD" multiplicity=2 homo_lumo_gap_ev="6.61 / 7.75" energy_ev=-111446.5676 total_charge=+1 e_above_lowest_ev=0.000 homo_energy_ev="-9.9 / -11.2"
Zr -0.54 0.69 -0.48
Cl 6.13 -2.46 -1.35
C 4.49 -1.97 -1.35
C 4.14 -0.70 -0.90
Cl 5.33 0.39 -0.32
C 2.80 -0.33 -0.91
Cl 2.27 1.21 -0.32
C 1.80 -1.18 -1.36
O 0.54 -0.76 -1.34
C 2.15 -2.46 -1.80
Cl 0.90 -3.50 -2.32
C 3.49 -2.85 -1.80
Cl 3.91 -4.41 -2.34
O -0.48 2.01 1.15
N -0.49 3.36 1.04
C -0.28 4.06 2.18
C -0.25 5.42 2.15
C -0.44 6.07 0.92
C -0.65 5.33 -0.22
C -0.68 3.94 -0.16
S -0.98 2.93 -1.54
H -0.14 3.45 3.06
H -0.09 5.97 3.06
H -0.41 7.15 0.87
H -0.80 5.80 -1.18
S -4.12 -2.11 -1.32
C -3.39 -0.59 -1.09
N -2.40 -0.55 -0.24
C -2.15 -1.82 0.30
C -1.15 -2.13 1.23
C -1.02 -3.44 1.62
C -1.86 -4.44 1.11
C -2.86 -4.14 0.21
C -2.99 -2.81 -0.20
H -3.74 0.29 -1.61
H -0.51 -1.36 1.65
H -0.25 -3.71 2.33
H -1.74 -5.46 1.44
H -3.52 -4.91 -0.18

38
Properties=species:S:1:pos:R:3 method="wB97M-V/def2-TZVPD" homo_lumo_gap_ev=5.22 energy_ev=-53028.2439 total_charge=-1 e_above_lowest_ev=0.228 homo_energy_ev=-3.5
F -4.41 0.55 -0.06
C -3.51 0.55 0.96
F -3.93 1.52 1.84
F -3.66 -0.68 1.56
C -2.10 0.81 0.48
C -1.13 1.21 1.40
C 0.20 1.30 1.03
C 0.63 1.10 -0.30
C 2.05 1.40 -0.52
C 2.52 1.56 -1.83
N 3.06 1.99 -2.80
C -0.35 0.64 -1.22
C -1.71 0.61 -0.86
H -1.35 1.41 2.44
H 0.97 1.58 1.76
H 2.33 2.25 0.11
H -0.06 0.39 -2.25
H -2.52 0.36 -1.54
F 9.05 -4.24 1.20
C 8.01 -3.35 1.30
F 7.16 -3.76 2.30
F 8.51 -2.15 1.67
S 7.09 -3.26 -0.25
N 6.15 -1.85 0.28
C 6.62 -0.53 0.20
O 7.73 -0.21 -0.19
C 5.48 0.27 0.68
C 4.39 -0.57 0.82
C 3.24 -0.10 1.44
C 3.29 1.13 2.19
C 4.31 2.07 1.83
C 5.44 1.58 1.13
C 4.76 -1.94 0.46
O 4.13 -2.98 0.36
H 2.34 -0.70 1.37
H 2.56 1.44 2.97
H 4.18 3.15 2.08
H 6.29 2.22 0.94

47
Properties=species:S:1:pos:R:3 method="wB97M-V/def2-TZVPD" multiplicity=2 homo_lumo_gap_ev="8.67 / 6.91" energy_ev=-162507.5851 total_charge=-1 e_above_lowest_ev=0.995 homo_energy_ev="-6.9 / -7.5"
Au -0.32 -0.14 0.46
F 1.96 0.34 0.85
Sb 3.83 -0.03 0.29
F 3.70 -1.65 1.29
F 3.22 -0.97 -1.24
F 5.68 -0.29 -0.08
F 3.75 1.58 -0.72
F 4.28 0.94 1.86
F -3.64 -5.95 0.41
C -2.89 -5.61 1.47
C -2.07 -4.50 1.34
C -1.29 -4.14 2.42
F -0.50 -3.08 2.31
C -1.32 -4.87 3.61
F -0.57 -4.51 4.65
C -2.16 -5.97 3.72
F -2.21 -6.66 4.85
C -2.96 -6.35 2.64
F -3.76 -7.41 2.74
Ge -2.12 -3.50 -0.40
S -0.69 -2.00 -1.06
C -4.07 -3.04 -0.29
C -5.10 -3.65 -0.97
F -4.82 -4.58 -1.89
C -6.43 -3.37 -0.67
F -7.42 -4.00 -1.32
C -6.74 -2.43 0.31
F -8.01 -2.15 0.60
C -5.71 -1.80 1.02
F -6.01 -0.95 2.00
C -4.40 -2.14 0.71
F -3.37 -1.63 1.41
C -1.82 -4.88 -1.81
C -1.13 -6.05 -1.57
F -0.72 -6.31 -0.32
C -0.83 -6.96 -2.58
F -0.17 -8.08 -2.31
C -1.23 -6.67 -3.88
F -0.96 -7.53 -4.86
C -1.91 -5.49 -4.15
F -2.28 -5.21 -5.41
C -2.19 -4.61 -3.12
F -2.82 -3.45 -3.36
F -2.53 1.51 -0.57
C -1.91 1.31 0.61
F -2.89 0.98 1.47
F -1.46 2.52 1.01

41
Properties=species:S:1:pos:R:3 method="wB97M-V/def2-TZVPD" multiplicity=2 homo_lumo_gap_ev="6.52 / 6.54" energy_ev=-147641.4041 homo_energy_ev="-7.8 / -7.9"
Co 0.59 -0.26 -0.60
Se -6.83 0.56 0.20
N -5.46 1.70 0.23
C -4.37 0.98 0.19
C -3.02 1.55 0.21
C -2.75 2.92 0.35
C -1.44 3.34 0.42
C -0.42 2.40 0.31
N -0.67 1.11 0.14
C -1.94 0.69 0.11
C -2.13 -0.78 0.02
N -1.01 -1.49 -0.06
C -1.09 -2.82 -0.02
C -2.31 -3.48 0.07
C -3.47 -2.74 0.10
C -3.39 -1.35 0.08
C -4.55 -0.45 0.13
N -5.78 -0.88 0.12
H -3.58 3.61 0.42
H -1.19 4.38 0.55
H 0.62 2.69 0.37
H -0.14 -3.34 -0.10
H -2.33 -4.56 0.10
H -4.45 -3.21 0.14
O 2.04 -0.10 0.80
N 3.18 -0.73 0.54
C 4.23 -0.43 1.33
C 5.45 -1.03 1.15
C 5.58 -1.96 0.11
C 4.50 -2.25 -0.68
C 3.25 -1.63 -0.47
S 1.85 -1.97 -1.41
H 4.02 0.30 2.09
H 6.27 -0.77 1.80
H 6.53 -2.45 -0.07
H 4.56 -2.96 -1.49
N 1.15 1.02 -1.99
C 1.59 2.11 -1.95
N 2.04 3.29 -2.02
C 2.31 4.11 -1.03
N 2.56 4.87 -0.19